P.
{"formula": "C4H13NO2", "method": "ωB97M-V/def2-TZVPD", "symbols": ["C", "C", "C", "N", "C", "H", "H", "H", "H", "H", "H", "H", "H", "H", "O", "H", "H", "O", "H", "H"], "positions_angstrom": [[0.06, 0.09, -0.83], [-0.19, 0.94, 0.48], [-1.75, 0.98, 0.66], [-2.23, -0.09, -0.16], [-1.29, -0.15, -1.31], [0.80, -0.71, -0.67], [0.53, 0.65, -1.64], [0.25, 0.37, 1.33], [0.43, 1.84, 0.59], [-2.01, 0.98, 1.68], [-2.08, 2.00, 0.40], [-2.21, -0.89, 0.45], [-1.33, -1.17, -1.70], [-1.56, 0.42, -2.19], [1.28, -2.22, 0.91], [0.47, -2.37, 1.35], [1.99, -2.38, 1.45], [3.28, 0.53, -0.49], [2.33, 0.40, -0.77], [3.23, 0.77, 0.48]], "mulliken_charge": [-0.5661, -0.2793, -0.8241, -0.4005, -0.8323, 0.3823, 0.4148, 0.1584, 0.4070, 0.4440, 0.2221, 0.2950, 0.3366, 0.2971, -0.5766, 0.2897, 0.2833, -0.6808, 0.3068, 0.3228], "lumo_ev": 0.5, "smiles": "C1CCNC1.O.O", "total_charge": 0, "gap_ha": 0.353, "mol_weight_g_mol": 107.2}

***

Q.
{"formula": "C4H13NO2", "method": "ωB97M-V/def2-TZVPD", "symbols": ["C", "C", "C", "N", "C", "O", "H", "H", "H", "H", "H", "H", "H", "H", "H", "H", "H", "O", "H", "H"], "positions_angstrom": [[-0.36, 2.00, -0.59], [-0.51, 0.99, 0.49], [0.26, -0.33, 0.17], [-0.36, -1.46, 0.93], [1.79, -0.18, 0.02], [2.63, -1.15, 0.63], [-0.77, 3.01, -0.49], [-0.76, 1.51, -1.49], [0.63, 2.50, -0.78], [-1.60, 0.68, 0.41], [-0.23, 1.44, 1.45], [-0.08, -0.43, -0.90], [-0.75, -1.07, 1.78], [0.49, -1.95, 1.30], [2.12, 0.75, 0.53], [1.91, -0.07, -1.04], [2.50, -1.96, 0.08], [-2.47, -1.43, -1.23], [-1.61, -1.11, -0.91], [-2.85, -1.75, -0.36]], "mulliken_charge": [-1.2622, -0.0176, 0.0341, -0.6003, -0.7243, -0.5575, 0.3622, 0.3211, 0.2571, 0.2613, 0.3445, 0.2817, 0.2525, 0.2830, 0.2766, 0.3674, 0.3378, -0.7444, 0.2203, 0.3066], "lumo_ev": 0.7, "smiles": "CC[C@H](N)CO.O", "total_charge": 0, "gap_ha": 0.393, "mol_weight_g_mol": 107.2}

***

Taking the most stable structure as the zero point, the relative energies in kcal/mol are P 0.0; Q 1.3.

***

P.
{"formula": "C4H13NO2", "method": "ωB97M-V/def2-TZVPD", "symbols": ["C", "C", "N", "C", "C", "O", "H", "H", "H", "H", "H", "H", "H", "H", "H", "H", "H", "O", "H", "H"], "positions_angstrom": [[-1.16, -2.71, 0.43], [-0.49, -1.35, 0.06], [-0.44, -1.15, -1.30], [0.93, -1.38, 0.65], [1.78, -0.19, 0.33], [1.29, 1.17, -0.10], [-1.46, -2.53, 1.41], [-0.50, -3.63, 0.76], [-2.09, -3.26, 0.08], [-0.95, -0.51, 0.58], [-1.23, -1.79, -1.68], [0.45, -1.39, -1.68], [0.60, -1.35, 1.62], [1.56, -2.21, 0.66], [2.26, 0.06, 1.26], [2.36, -0.55, -0.46], [1.83, 1.94, 0.10], [-1.73, 4.77, -0.08], [-0.84, 4.86, 0.11], [-1.76, 4.80, -1.02]], "mulliken_charge": [-1.3511, 0.5658, -0.6173, -1.2611, -0.5885, -0.5143, 0.4112, 0.2544, 0.3423, 0.2543, 0.2787, 0.2268, 0.5089, 0.5200, 0.3745, 0.3109, 0.2854, -0.6070, 0.2949, 0.3112], "lumo_ev": 0.7, "smiles": "C[C@H](N)CCO.O", "total_charge": 0, "gap_ha": 0.355, "mol_weight_g_mol": 107.2}

***

Q.
{"formula": "C4H13NO2", "method": "ωB97M-V/def2-TZVPD", "symbols": ["C", "C", "C", "N", "C", "H", "H", "H", "H", "H", "H", "H", "H", "H", "O", "H", "H", "O", "H", "H"], "positions_angstrom": [[-1.33, 0.20, 1.91], [-0.30, 0.15, 1.01], [-0.29, 1.26, 0.09], [0.83, 1.00, -0.79], [1.01, 1.90, -1.97], [-1.41, -0.49, 2.76], [-2.31, 0.97, 1.96], [0.47, -0.64, 0.92], [-0.31, 2.27, 0.57], [-1.15, 1.09, -0.55], [1.60, 0.49, -0.42], [1.67, 1.58, -2.74], [1.23, 2.94, -1.74], [-0.04, 1.92, -2.38], [-0.60, -1.79, -1.93], [-1.18, -1.58, -2.70], [-0.11, -0.85, -1.87], [0.98, -3.37, 2.34], [1.22, -3.58, 3.24], [0.02, -3.49, 2.29]], "mulliken_charge": [-0.7885, -0.1532, -0.4010, -0.2716, -0.8589, 0.2907, 0.1747, 0.3381, 0.3435, 0.2626, 0.1937, 0.3216, 0.3116, 0.2578, -0.6728, 0.3146, 0.3375, -0.6269, 0.3072, 0.3194], "lumo_ev": 0.9, "smiles": "C=CCNC.O.O", "total_charge": 0, "gap_ha": 0.352, "mol_weight_g_mol": 107.2}

***

R.
{"formula": "C4H13NO2", "method": "ωB97M-V/def2-TZVPD", "symbols": ["C", "C", "N", "C", "C", "H", "H", "H", "H", "H", "H", "H", "H", "H", "O", "H", "H", "O", "H", "H"], "positions_angstrom": [[1.01, 1.04, 1.61], [-0.18, 1.63, 1.69], [-0.39, 2.82, 2.43], [-1.41, 1.07, 1.07], [-1.60, 1.71, -0.35], [1.16, 0.20, 0.94], [1.93, 1.57, 1.82], [-0.99, 2.73, 3.23], [0.47, 3.24, 2.73], [-2.32, 1.41, 1.56], [-1.37, 0.00, 0.88], [-1.75, 2.77, -0.11], [-0.73, 1.78, -0.98], [-2.49, 1.30, -0.78], [1.26, -2.71, -1.95], [0.95, -2.13, -1.25], [2.05, -2.23, -2.23], [1.76, -5.31, -3.70], [1.55, -6.17, -3.33], [1.10, -4.75, -3.28]], "mulliken_charge": [-0.8927, 0.6187, -0.5205, -0.5549, -1.1672, 0.1832, 0.2750, 0.2255, 0.2253, 0.2567, 0.3372, 0.3355, 0.3519, 0.3258, -0.6163, 0.3172, 0.3097, -0.6339, 0.3091, 0.3145], "lumo_ev": 0.6, "smiles": "C=C(N)CC.O.O", "total_charge": 0, "gap_ha": 0.338, "mol_weight_g_mol": 107.2}

***

S.
{"formula": "C4H13NO2", "method": "ωB97M-V/def2-TZVPD", "symbols": ["C", "C", "N", "C", "C", "H", "H", "H", "H", "H", "H", "H", "H", "H", "O", "H", "H", "O", "H", "H"], "positions_angstrom": [[-1.26, -0.73, 0.77], [-0.14, -0.86, 0.06], [-0.13, -0.89, -1.35], [1.13, -1.47, 0.71], [1.72, -0.31, 1.56], [-1.46, -1.05, 1.78], [-2.11, -0.34, 0.23], [0.52, -1.56, -1.73], [-1.01, -0.85, -1.81], [1.82, -1.90, -0.01], [0.79, -2.27, 1.36], [1.39, 0.69, 1.29], [1.36, -0.49, 2.57], [2.81, -0.24, 1.58], [-2.09, 1.74, -2.00], [-2.17, 2.63, -1.63], [-2.09, 1.18, -1.22], [0.19, 2.24, -0.34], [0.35, 2.99, -0.92], [0.39, 1.47, -0.88]], "mulliken_charge": [-1.1330, 0.7111, -0.4356, -0.5624, -1.0007, 0.3285, 0.1710, 0.2173, 0.1806, 0.3659, 0.3126, 0.2821, 0.2942, 0.3174, -0.6304, 0.3016, 0.2843, -0.6368, 0.3019, 0.3305], "lumo_ev": 0.8, "smiles": "C=C(N)CC.O.O", "total_charge": 0, "gap_ha": 0.333, "mol_weight_g_mol": 107.2}

***

Taking the most stable structure as the zero point, the relative energies in kcal/mol are P 50.9; Q 38.2; R 0.0; S 2.5.